# 1
12
Properties=species:S:1:pos:R:3:forces:R:3:lowdin_charge:R:1 method="wB97M-V/def2-TZVPD" e_homo_ha="-0.05458 / -0.10311" charge=-2 total_energy_ha=-6471.99597
C -0.203935 -0.043681 0.619955 -0.82 0.25 0.23 -0.627
C 1.051094 -0.248421 0.460978 2.92 -0.68 -0.22 -0.845
O -2.345825 -1.803293 -2.805942 -0.06 0.60 0.93 -0.487
O 3.782027 0.439627 0.983925 -2.41 0.25 -0.19 -0.428
O -2.812638 0.566762 -2.515719 0.08 1.68 -0.39 -0.451
O -4.026502 -1.062906 -1.154307 0.14 0.07 0.31 -0.477
O 1.920082 2.137289 0.977300 1.05 -1.57 0.44 -0.437
O 2.137389 0.448033 2.754315 -0.38 -0.33 1.13 -0.393
S -2.778036 -0.719415 -1.862865 -0.17 -2.36 -0.83 0.456
S 2.384305 0.782140 1.381463 0.82 1.71 -1.48 0.347
Br -0.978891 1.175670 1.751376 -0.43 -0.14 -0.20 0.735
Br 1.870930 -1.671805 -0.590479 -0.73 0.51 0.27 0.607



# 2
8
Properties=species:S:1:pos:R:3:forces:R:3:lowdin_charge:R:1 method="wB97M-V/def2-TZVPD" e_homo_ha=-0.34481 total_energy_ha=-11168.58050
C -2.036516 -0.264744 0.232374 -0.23 -0.04 0.21 -1.781
C 1.613737 0.238611 -0.299531 -0.14 1.15 1.24 -1.772
S -2.175650 -0.947034 1.669114 0.11 0.00 -0.60 0.622
S 1.603280 0.841575 1.209432 0.18 -0.91 -1.15 0.557
Br -2.315281 -1.121789 -1.459273 0.09 0.14 0.48 0.587
Br -1.635731 1.574455 0.014798 -0.24 -0.03 -0.09 0.591
Br 1.585732 1.491559 -1.759678 0.14 -0.86 0.06 0.572
Br 1.537598 -1.606215 -0.720340 0.08 0.55 -0.14 0.624



# 3
6
Properties=species:S:1:pos:R:3:forces:R:3:lowdin_charge:R:1 method="wB97M-V/def2-TZVPD" e_homo_ha="-0.30277 / -0.30673" total_energy_ha=-3670.26705
C -0.994508 -0.440820 0.292108 2.05 -0.49 1.17 -0.661
C 0.914938 0.686535 -0.197696 -2.07 -1.18 -0.92 -1.159
F -1.037262 -1.405424 -0.589330 -0.17 0.14 -0.40 -0.093
Cl 0.747048 2.324174 -0.353140 0.35 0.83 0.32 0.629
Cl 2.405250 0.083274 0.154338 0.80 -0.04 0.44 0.665
Br -2.352176 0.800777 -0.001191 -0.95 0.74 -0.60 0.619



# 4
7
Properties=species:S:1:pos:R:3:forces:R:3:lowdin_charge:R:1 method="wB97M-V/def2-TZVPD" e_homo_ha="-0.31742 / -0.31082" total_energy_ha=-3780.91423
C 0.271175 -0.009954 0.933773 0.32 1.47 -2.29 -0.804
C -0.496132 -0.237692 -1.646908 0.93 0.70 0.37 -1.844
O 0.876364 0.980556 1.076234 -0.30 -0.81 0.62 -0.028
Cl -0.280524 -1.243424 1.891546 -0.33 -0.98 1.13 0.739
Br -2.345459 -0.427343 -1.899530 0.00 -0.10 0.16 0.518
I 0.235441 1.746999 -1.911489 -0.30 -0.49 -0.29 0.738
I 0.712319 -1.720377 -2.547483 -0.31 0.22 0.30 0.681



# 5
7
Properties=species:S:1:pos:R:3:forces:R:3:lowdin_spin:R:1 method="wB97M-V/def2-TZVPD" e_homo_ha="-0.40769 / -0.41203" charge=+1 multiplicity=2 total_energy_ha=-851.97716
O 0.259927 -3.697930 -0.275421 0.36 -0.36 2.06 0.000
C 0.274811 -2.650598 0.188745 -0.82 3.91 -3.98 0.001
O 0.190863 -1.418916 0.096718 0.40 -3.48 1.76 0.000
O 0.904985 2.237311 -0.406857 -0.01 -1.81 -2.21 -0.022
C 0.316149 2.322871 0.764353 0.06 0.83 1.29 -0.025
O -0.943102 1.983848 0.677687 -0.80 -1.87 -1.51 -0.021
Ce -0.492222 0.683426 -1.158608 0.81 2.78 2.58 1.068



# 6
4
Properties=species:S:1:pos:R:3:forces:R:3:lowdin_charge:R:1 method="wB97M-V/def2-TZVPD" e_homo_ha="-0.27748 / -0.27762" total_energy_ha=-996.27082
C 0.817911 0.572282 0.228895 -3.17 -0.25 -0.06 -0.605
C -0.965866 -0.759600 -0.263721 4.29 -0.79 -0.23 -0.598
Cl 2.285610 -0.034496 -0.025791 1.04 -0.89 -0.35 0.579
Cl -2.137656 0.221814 0.060617 -2.16 1.93 0.64 0.623



# 7
6
Properties=species:S:1:pos:R:3:forces:R:3:lowdin_charge:R:1 method="wB97M-V/def2-TZVPD" e_homo_ha=-0.35176 total_energy_ha=-1196.27096 smiles="F/C(Cl)=C(/F)Cl"
F 0.634093 -1.756782 0.094372 -1.17 2.18 -0.71 -0.027
C 0.550449 -0.383312 -0.095800 -1.40 0.57 1.30 -0.761
Cl 2.073455 0.293151 -0.034356 1.10 0.55 -0.16 0.780
C -0.564003 0.424690 -0.003658 0.98 -2.83 -0.25 -0.767
F -0.591941 1.750260 0.078490 0.55 -0.74 -0.28 0.037
Cl -2.102051 -0.328006 -0.039050 -0.05 0.26 0.10 0.738



# 8
7
Properties=species:S:1:pos:R:3:forces:R:3:lowdin_charge:R:1 method="wB97M-V/def2-TZVPD" e_homo_ha="-0.35088 / -0.35087" total_energy_ha=-1549.34401 smiles="FC(=S)Cl.N#CCl"
F 1.372145 0.952343 -0.498992 0.05 1.35 -0.43 -0.029
C 1.298632 -0.118829 0.222864 0.90 -2.15 -1.47 -1.443
S 1.614083 -1.565318 -0.414542 -0.11 0.35 0.47 0.707
Cl 0.905652 0.226215 1.794661 -0.34 0.40 1.54 0.725
N -1.109556 0.025157 -1.504498 0.11 -0.05 -0.67 0.121
C -1.666073 0.149636 -0.512814 -0.25 0.06 0.24 -0.839
Cl -2.414886 0.330795 0.913322 -0.37 0.03 0.32 0.758



# 9
7
Properties=species:S:1:pos:R:3:forces:R:3:lowdin_spin:R:1 method="wB97M-V/def2-TZVPD" e_homo_ha="-0.27670 / -0.35882" multiplicity=3 total_energy_ha=-2152.53681
C -0.092996 0.466959 0.868601 -0.05 -3.47 -3.27 0.628
C 0.134319 -0.149401 -0.703485 -2.01 0.15 2.67 0.058
S 0.007663 2.042646 1.207821 0.11 1.54 0.48 1.056
Cl 1.776854 -0.674241 -0.859723 0.24 0.00 -0.29 0.036
Cl -1.004681 -1.666799 -0.813959 1.04 1.47 -0.66 0.023
Cl -0.362818 1.033129 -1.952880 0.38 -0.57 0.69 0.023
I -0.458341 -1.052293 2.253625 0.29 0.89 0.38 0.176



# 10
10
Properties=species:S:1:pos:R:3:forces:R:3:lowdin_charge:R:1 method="wB97M-V/def2-TZVPD" e_homo_ha=-0.41098 total_energy_ha=-3757.70073 smiles=ClC(Cl)(Cl)Cl.ClC(Cl)(Cl)Cl
Cl 0.230138 1.774088 -1.992080 -0.50 -0.09 -0.47 0.516
C -0.076429 0.187732 -2.695905 0.79 -1.54 0.77 -1.981
Cl -1.060772 0.115038 -4.128661 -0.07 0.65 -0.13 0.553
Cl 1.551736 -0.527990 -3.090486 -0.70 0.27 0.17 0.471
Cl -0.872324 -0.905454 -1.468461 0.42 0.60 -0.64 0.446
Cl 0.048117 0.894728 1.111644 0.01 -0.82 1.78 0.446
C 0.002808 -0.079601 2.667372 1.69 -0.90 -0.66 -1.947
Cl -1.103702 0.514110 3.820224 -0.43 0.86 0.41 0.575
Cl -0.434234 -1.792517 2.371878 0.06 0.45 -0.54 0.482
Cl 1.714663 -0.180135 3.404476 -1.25 0.52 -0.69 0.438



# 11
7
Properties=species:S:1:pos:R:3:forces:R:3:lowdin_charge:R:1 method="wB97M-V/def2-TZVPD" e_homo_ha=-0.36087 total_energy_ha=-911.14320
C 1.318692 -0.316204 0.089130 -5.95 -0.01 -0.61 -0.330
C -0.886645 0.164946 -0.191295 3.84 1.01 0.02 -0.781
O 1.425333 -1.418393 0.412690 1.73 -0.87 0.39 0.173
F 2.070245 0.712860 0.003964 0.85 0.49 -0.04 0.194
F -0.740037 1.516299 0.062071 -0.91 -1.10 -1.19 -0.036
F -1.345132 -0.146278 -1.429900 0.51 0.92 1.46 0.025
Cl -1.842454 -0.513228 1.053341 -0.06 -0.44 -0.02 0.755



# 12
11
Properties=species:S:1:pos:R:3:forces:R:3:lowdin_charge:R:1 method="wB97M-V/def2-TZVPD" e_homo_ha=-0.34132 total_energy_ha=-1875.10891 smiles="FC(F)(F)P(=S)(Cl)C(F)(F)F"
F 1.435415 1.248398 -0.700804 -0.05 1.21 0.40 0.172
C 1.343574 0.052079 -0.221364 0.06 -3.19 -0.79 -0.746
F 1.676645 -0.043505 1.097463 -0.37 0.56 -1.41 0.099
F 2.212364 -0.732266 -0.927448 0.23 0.43 0.64 0.039
P -0.353243 -0.837794 -0.684757 -0.74 2.85 -3.28 0.339
S -0.994241 -1.085360 -2.901405 1.11 0.94 4.12 0.015
Cl -0.039539 -2.636448 -0.074854 0.03 -1.06 1.21 0.428
C -1.355858 0.352838 0.621615 -0.24 -0.42 -1.77 -0.729
F -2.630714 0.033910 0.473023 -0.53 -0.70 0.90 0.112
F -0.877703 0.209497 1.841185 -0.44 -0.42 0.32 0.139
F -1.315978 1.655572 0.325963 0.93 -0.19 -0.35 0.132